76
Properties=species:S:1:pos:R:3 method="wB97M-V/def2-TZVPD" homo_energy_ev=-6.8 total_charge=0 largest_force_ev_per_a=4.2 de_lowest_kj_mol=0.00 orbital_gap_ev=5.421
Pt -1.072 1.336 -1.333
Br 5.982 -1.861 -1.808
C 4.519 -0.645 -1.791
C 3.231 -1.162 -1.832
C 2.162 -0.301 -1.845
C 2.338 1.091 -1.835
C 3.653 1.586 -1.743
C 4.731 0.725 -1.731
N 1.222 1.868 -1.880
C 1.190 3.120 -2.273
C 0.012 3.887 -2.143
C -0.077 5.222 -2.589
C -1.221 5.943 -2.367
C -2.288 5.334 -1.698
C -2.172 4.010 -1.327
N -1.063 3.312 -1.535
H 3.082 -2.231 -1.870
H 1.153 -0.670 -1.872
H 3.823 2.647 -1.648
H 5.739 1.113 -1.679
H 2.061 3.584 -2.729
H 0.770 5.645 -3.108
H -1.300 6.965 -2.707
H -3.196 5.876 -1.507
H -2.995 3.486 -0.854
C -3.984 0.546 -4.356
S -3.057 1.587 -3.206
O -3.384 2.960 -3.499
O -1.623 1.271 -3.434
O -3.432 1.154 -1.848
H -3.544 0.675 -5.334
H -5.011 0.885 -4.342
H -3.908 -0.480 -4.023
N -1.568 2.703 8.351
C -1.355 2.509 7.241
C -1.095 2.308 5.867
C -1.678 3.174 4.938
C -1.441 2.992 3.596
C -0.633 1.937 3.159
C -0.043 1.079 4.089
C -0.270 1.265 5.437
C -0.539 1.731 1.764
C -0.649 1.547 0.573
H -2.328 3.968 5.277
H -1.887 3.644 2.860
H 0.572 0.261 3.747
H 0.171 0.595 6.162
C 3.239 -4.826 3.599
C 2.896 -4.240 2.246
S 1.080 -4.205 2.070
O 0.588 -2.953 2.597
O 0.498 -5.400 2.606
C 0.765 -4.187 0.262
C -0.742 -4.062 0.025
N -1.033 -2.886 -0.756
C -1.298 -1.653 -0.267
N -1.215 -0.746 -1.238
C -0.928 -1.404 -2.391
C -0.800 -2.746 -2.112
N -0.493 -3.782 -3.003
O -0.437 -3.478 -4.190
O -0.290 -4.911 -2.553
C -1.711 -1.418 1.129
H 4.317 -4.850 3.742
H 2.842 -5.837 3.666
H 2.790 -4.229 4.390
H 3.279 -4.845 1.428
H 3.221 -3.207 2.147
H 1.161 -5.103 -0.164
H 1.301 -3.324 -0.127
H -1.245 -3.991 0.991
H -1.105 -4.941 -0.509
H -0.823 -0.899 -3.333
H -2.647 -1.939 1.330
H -1.862 -0.353 1.275
H -0.949 -1.773 1.826


67
Properties=species:S:1:pos:R:3 method="wB97M-V/def2-TZVPD" multiplicity=3 homo_energy_ev="-9.8 / -10.2" total_charge=+1 largest_force_ev_per_a=1.6 de_lowest_kj_mol=1758.49 orbital_gap_ev="5.977 / 5.898"
W -0.798 0.143 0.595
C 3.520 0.734 -0.311
C 2.215 0.206 0.167
N 1.090 0.336 -0.446
N 1.113 1.081 -1.608
C -0.099 1.393 -1.928
O -1.097 0.915 -1.222
C -0.401 2.240 -3.087
C -1.713 2.362 -3.535
C -1.997 3.154 -4.634
C -0.974 3.830 -5.283
C 0.336 3.715 -4.834
C 0.626 2.921 -3.739
C 2.093 -0.475 1.450
C 3.202 -0.802 2.208
C 3.031 -1.434 3.429
C 1.742 -1.716 3.835
C 0.675 -1.350 3.035
N 0.823 -0.743 1.845
H 3.424 1.141 -1.310
H 4.275 -0.053 -0.313
H 3.857 1.522 0.366
H -2.504 1.831 -3.022
H -3.016 3.246 -4.987
H -1.196 4.452 -6.140
H 1.131 4.247 -5.339
H 1.640 2.825 -3.377
H 4.186 -0.556 1.840
H 3.883 -1.693 4.042
H 1.537 -2.202 4.778
H -0.333 -1.545 3.360
C -0.005 -2.502 -1.893
C -1.090 -3.180 -1.054
C -0.540 -4.449 -0.414
C -1.747 -2.201 -0.073
C -2.602 -1.251 -0.660
C -3.226 -0.094 -0.173
C -3.204 0.586 1.042
C -3.693 1.985 1.347
C -2.304 -1.949 2.457
C -1.623 -2.395 1.323
H 0.343 -3.172 -2.679
H 0.851 -2.246 -1.264
H -0.364 -1.586 -2.366
H -1.895 -3.480 -1.734
H 0.323 -4.238 0.223
H -0.200 -5.127 -1.197
H -1.289 -4.974 0.179
H -2.679 -1.322 -1.739
H -3.620 0.535 -0.968
H -4.427 2.241 0.580
H -2.863 2.684 1.221
H -4.564 1.214 3.206
H -3.801 -0.500 3.173
H -0.978 -3.231 1.585
Cl -2.653 -0.321 2.442
C -1.535 0.606 2.995
C -4.338 2.179 2.741
C -3.653 3.018 3.793
C -2.381 3.404 4.010
C -1.206 3.100 3.241
Cl -0.059 4.357 3.075
C -0.986 1.900 2.519
N -0.292 1.836 1.421
H -5.330 2.608 2.600
H -4.366 3.411 4.511
H -2.227 4.119 4.811


73
Properties=species:S:1:pos:R:3 method="wB97M-V/def2-TZVPD" homo_energy_ev=-9.3 total_charge=+1 largest_force_ev_per_a=0.4 de_lowest_kj_mol=0.00 orbital_gap_ev=5.954
Co -0.455 -0.424 0.075
N 2.510 2.322 1.363
C 1.701 1.357 0.858
S 0.063 1.313 1.400
N 2.258 0.522 0.008
N 1.378 -0.399 -0.442
C 1.768 -1.368 -1.195
C 3.163 -1.570 -1.637
C 4.194 -1.688 -0.708
C 5.493 -1.903 -1.136
C 5.777 -1.988 -2.493
C 4.756 -1.857 -3.423
C 3.452 -1.655 -2.996
C 0.684 -2.286 -1.611
C 0.866 -3.452 -2.335
C -0.255 -4.192 -2.689
C -1.513 -3.748 -2.326
C -1.619 -2.586 -1.574
N -0.543 -1.899 -1.220
H 2.069 3.108 1.808
H 3.370 2.490 0.868
H 3.970 -1.601 0.346
H 6.290 -1.998 -0.410
H 6.794 -2.149 -2.825
H 4.974 -1.910 -4.481
H 2.656 -1.541 -3.723
H 1.860 -3.767 -2.618
H -0.139 -5.109 -3.252
H -2.406 -4.288 -2.602
H -2.568 -2.188 -1.236
F 3.502 -2.035 5.129
C 2.152 -2.113 5.072
C 1.520 -1.916 3.880
C 0.130 -2.047 3.808
C -0.542 -1.822 2.535
O 0.149 -1.645 1.506
C -1.959 -1.841 2.560
C -2.598 -2.194 3.705
N -1.982 -2.440 4.885
C -2.753 -2.849 6.037
C -4.094 -2.235 6.279
C -2.944 -1.888 7.177
C -0.602 -2.354 4.963
C 0.075 -2.533 6.177
C 1.448 -2.414 6.245
N 2.091 -2.593 7.503
C 3.316 -1.872 7.784
C 3.477 -1.746 9.288
N 3.509 -3.132 9.882
C 2.266 -3.910 9.532
C 2.128 -3.946 8.022
C -2.799 -1.508 1.343
O -3.891 -2.046 1.241
O -2.304 -0.646 0.538
H 2.075 -1.667 2.985
H -3.674 -2.300 3.693
H -2.636 -3.899 6.278
H -4.871 -2.886 6.650
H -4.436 -1.464 5.603
H -2.926 -2.284 8.183
H -2.516 -0.902 7.059
H -0.479 -2.726 7.085
H 3.268 -0.871 7.361
H 4.205 -2.362 7.361
H 2.629 -1.234 9.737
H 4.404 -1.247 9.562
H 3.628 -3.085 10.894
H 4.323 -3.628 9.510
H 1.433 -3.380 9.989
H 2.359 -4.904 9.965
H 1.209 -4.471 7.770
H 2.963 -4.525 7.591
F -0.902 0.698 -1.234


69
Properties=species:S:1:pos:R:3 method="wB97M-V/def2-TZVPD" multiplicity=5 homo_energy_ev="-10.9 / -10.9" total_charge=+1 largest_force_ev_per_a=1.1 de_lowest_kj_mol=0.00 orbital_gap_ev="6.362 / 5.090"
Cr -1.572 -0.859 -2.491
C 0.898 3.088 4.612
S 2.272 3.170 3.449
C 2.162 1.502 2.769
C 1.200 1.394 1.594
C 1.191 0.004 0.980
N 0.219 -0.104 -0.135
P -1.325 -0.762 -0.017
C -2.243 0.185 1.199
C -2.089 -0.120 2.555
C -2.699 0.671 3.516
C -3.470 1.760 3.131
C -3.646 2.054 1.785
C -3.039 1.266 0.820
C -1.186 -2.417 0.671
C -2.353 -3.097 1.012
C -2.287 -4.428 1.399
C -1.062 -5.080 1.446
C 0.103 -4.408 1.103
C 0.039 -3.082 0.701
P 0.502 0.093 -1.779
C 2.239 0.041 -2.099
C 2.827 -1.203 -2.345
C 4.199 -1.292 -2.506
C 4.975 -0.142 -2.425
C 4.389 1.096 -2.189
C 3.016 1.198 -2.030
C -0.120 1.748 -2.181
C -0.681 2.576 -1.209
C -1.299 3.764 -1.573
C -1.368 4.132 -2.909
C -0.783 3.330 -3.882
C -0.165 2.146 -3.523
H 0.841 4.052 5.115
H 1.069 2.319 5.365
H -0.054 2.909 4.111
H 1.860 0.829 3.576
H 3.174 1.216 2.472
H 1.481 2.127 0.833
H 0.189 1.644 1.933
H 0.930 -0.753 1.722
H 2.182 -0.253 0.600
H -1.504 -0.978 2.861
H -2.583 0.429 4.564
H -3.950 2.373 3.883
H -4.262 2.893 1.489
H -3.193 1.483 -0.230
H -3.315 -2.599 0.975
H -3.194 -4.958 1.655
H -1.014 -6.120 1.740
H 1.054 -4.922 1.122
H 0.947 -2.574 0.400
H 2.215 -2.096 -2.417
H 4.661 -2.252 -2.695
H 6.047 -0.210 -2.552
H 5.003 1.984 -2.131
H 2.558 2.165 -1.862
H -0.620 2.305 -0.165
H -1.728 4.400 -0.810
H -1.871 5.047 -3.192
H -0.818 3.626 -4.922
H 0.297 1.535 -4.290
N -0.977 -2.659 -2.445
C -0.604 -3.778 -2.432
N -0.287 -4.977 -2.423
C 0.792 -5.538 -1.898
N 1.709 -6.061 -1.432
I -3.970 -0.042 -2.833
I -1.912 -0.792 -5.137


74
Properties=species:S:1:pos:R:3 method="wB97M-V/def2-TZVPD" homo_energy_ev=-2.3 total_charge=-2 largest_force_ev_per_a=1.1 de_lowest_kj_mol=0.00 orbital_gap_ev=5.952
Tl 1.060 -2.108 -2.811
O 1.750 -4.912 -4.175
P 2.190 -5.345 -2.656
O 2.099 -6.821 -2.550
O 1.432 -4.463 -1.695
O 3.736 -4.888 -2.703
P 4.483 -3.459 -2.443
O 4.514 -3.425 -0.813
O 5.857 -3.591 -2.976
O 3.588 -2.316 -2.833
H 1.133 -5.583 -4.477
H 5.016 -4.184 -0.507
Te -2.283 2.224 0.311
C -1.527 2.804 2.221
C -0.315 3.476 2.342
C 0.191 3.747 3.605
N -0.421 3.413 4.745
C -1.590 2.782 4.622
C -2.175 2.463 3.404
C -0.938 0.744 -0.221
P 0.464 1.043 -1.299
C 0.263 2.763 -1.950
C 0.973 3.885 -1.536
C 0.740 5.135 -2.106
C -0.207 5.284 -3.107
C -0.920 4.170 -3.539
C -0.682 2.931 -2.968
C 1.905 1.295 -0.162
C 3.176 1.502 -0.706
C 4.301 1.575 0.103
C 4.176 1.421 1.481
C 2.924 1.184 2.031
C 1.800 1.114 1.212
P -1.533 -0.917 -0.515
C -3.373 -0.818 -0.635
C -3.891 -0.184 -1.770
C -5.256 -0.067 -1.975
C -6.146 -0.603 -1.049
C -5.650 -1.258 0.066
C -4.276 -1.367 0.270
C -1.364 -1.804 1.104
C -1.478 -1.151 2.334
C -1.235 -1.826 3.522
C -0.862 -3.168 3.498
C -0.743 -3.827 2.283
C -0.994 -3.147 1.095
H 0.240 3.773 1.459
H 1.145 4.255 3.707
H -2.082 2.505 5.550
H -3.125 1.941 3.380
H 1.718 3.787 -0.756
H 1.300 5.994 -1.757
H -0.387 6.257 -3.550
H -1.659 4.270 -4.325
H -1.240 2.064 -3.309
H 3.287 1.581 -1.783
H 5.278 1.719 -0.342
H 5.054 1.464 2.115
H 2.819 1.032 3.099
H 0.820 0.902 1.628
H -3.200 0.233 -2.497
H -5.628 0.440 -2.858
H -7.215 -0.513 -1.202
H -6.333 -1.684 0.793
H -3.907 -1.878 1.151
H -1.740 -0.096 2.349
H -1.323 -1.303 4.468
H -0.647 -3.690 4.423
H -0.431 -4.864 2.251
H -0.862 -3.659 0.146
N 1.880 -1.954 -0.244
H 2.854 -1.700 -0.400
H 1.866 -2.975 -0.241
H 1.605 -1.624 0.675


66
Properties=species:S:1:pos:R:3 method="wB97M-V/def2-TZVPD" homo_energy_ev=-6.5 total_charge=0 largest_force_ev_per_a=2.4 de_lowest_kj_mol=1.31 orbital_gap_ev=5.089
C -3.371 -1.920 2.044
C -3.965 -0.600 1.553
C -2.870 0.453 1.696
N -1.634 -0.276 2.001
C -0.498 0.339 2.300
C 0.745 -0.382 2.093
C 0.956 -1.047 0.854
C 2.061 -1.861 0.662
C 3.072 -1.880 1.633
C 2.916 -1.189 2.838
C 1.714 -0.537 3.113
C -1.849 -1.734 2.062
H -3.696 -2.123 3.068
H -3.665 -2.772 1.430
H -4.243 -0.674 0.500
H -4.839 -0.295 2.120
H -2.753 1.011 0.761
H -3.074 1.182 2.494
H -0.592 1.234 2.938
H 0.209 -0.906 0.064
H 2.137 -2.453 -0.253
H 3.983 -2.434 1.449
H 3.727 -1.154 3.574
H 1.502 -0.127 4.099
H -1.380 -2.180 2.955
H -1.404 -2.244 1.194
C 2.431 3.859 5.578
C 2.344 5.057 4.855
C 1.843 5.050 3.560
C 1.255 3.869 3.013
C 0.386 3.902 1.868
S 0.397 2.754 0.542
C 0.486 3.557 -1.051
C -0.555 3.373 -1.968
C -0.351 3.717 -3.301
C 0.852 4.321 -3.687
C 1.830 4.630 -2.730
C 1.659 4.224 -1.411
O 1.578 1.912 0.619
O -0.925 2.137 0.524
S -0.392 5.476 1.441
C -1.587 5.856 2.738
C -2.816 5.210 2.642
C -3.797 5.449 3.605
C -3.536 6.336 4.653
C -2.321 7.028 4.713
C -1.329 6.775 3.759
O 0.535 6.586 1.398
O -1.212 5.199 0.272
C 1.493 2.656 3.709
C 2.022 2.653 4.997
H 2.858 3.849 6.581
H 2.677 5.996 5.306
H 1.931 5.940 2.938
H -1.497 2.946 -1.629
H -1.145 3.505 -4.021
H 1.018 4.569 -4.737
H 2.740 5.170 -3.004
H 2.414 4.411 -0.654
H -2.992 4.522 1.816
H -4.757 4.939 3.511
H -4.294 6.494 5.424
H -2.140 7.769 5.493
H -0.367 7.277 3.811
H 1.224 1.739 3.197
H 2.126 1.705 5.541